(1)
Below is C29H72F8N2O37S13V as an isolated structure, with properties calculated with ωB97M-V with the def2-TZVPD basis set.

Its gap between HOMO and LUMO is 8.46 eV. For the highest occupied orbital energy, the calculation gives -8.81 eV. The LUMO energy is -0.35 eV.

ORCA input file:
```
! wB97M-V def2-TZVPD RIJCOSX def2/J DEFGRID3
* xyz -1 1
H 4.62 -1.71 4.36
H 2.45 -4.47 -0.33
N 2.23 1.77 -0.45
H 3.76 -0.98 -4.16
H 0.10 7.59 2.35
H -1.29 5.13 -0.37
C 3.57 -1.46 4.50
H 3.45 -1.67 5.56
O 2.53 1.17 6.14
C 1.24 3.38 -9.12
H 0.97 -2.44 -4.88
F 2.91 -1.17 -1.27
O 2.56 4.00 -1.89
S -1.51 -5.14 -0.71
H 1.47 8.06 3.32
F -3.06 1.72 0.04
C 1.13 7.33 2.58
O -2.41 -4.11 -1.36
S -2.44 6.35 -2.02
H 2.39 2.55 -7.57
O -4.42 1.21 -3.72
F 3.75 5.52 0.28
C -1.11 0.71 -6.07
H -3.40 3.79 -2.33
H -5.20 -0.48 2.99
H -4.42 -2.01 2.35
C -3.14 -5.01 6.02
F 5.09 -0.68 -1.35
H -1.41 -0.11 -6.73
O -1.98 -3.93 3.72
H 2.71 2.68 3.93
H -5.21 -1.92 -1.97
C 5.85 -6.86 0.85
V 0.29 1.05 -0.15
H 0.29 4.71 5.48
S 2.18 3.47 -0.60
O 2.39 -6.42 1.45
C 3.76 2.65 4.22
H -0.20 6.30 -1.12
O -1.18 0.99 3.84
H -2.47 -4.41 6.62
C 5.41 -8.15 1.59
H -3.71 -4.68 0.94
H 1.84 7.27 1.76
O 2.17 5.64 3.79
H -0.35 -1.31 -3.25
H 4.04 3.42 4.94
H 2.51 -3.19 3.82
C 3.44 4.24 0.68
H 2.43 1.50 -8.96
H 6.33 -6.13 1.50
H -4.14 -1.71 -3.42
O 2.85 1.19 -2.82
O 5.04 0.82 5.92
H 5.32 -9.03 0.95
C -0.52 -4.25 0.69
H -3.76 -1.11 -1.74
O -0.59 -5.98 -1.48
C -3.71 -1.36 4.27
S -3.25 -4.04 4.39
F 2.84 4.28 1.81
O 1.52 -0.01 -5.84
C -2.32 3.79 -2.39
H -6.06 1.30 0.82
H -1.45 6.84 0.17
H 0.91 5.22 2.21
O 3.48 -0.09 4.14
H 0.04 5.80 3.62
H 2.45 -1.77 2.63
H -1.29 0.28 -5.08
O 4.24 -5.09 2.61
H 4.34 2.62 3.30
O 2.20 -2.88 -3.20
O -3.67 6.08 -1.31
S -2.59 2.26 1.51
H -2.57 3.04 -4.42
O -3.59 -2.51 5.09
O -5.42 1.08 -1.51
H -4.12 -5.00 6.51
H 0.92 5.06 7.18
O -2.79 3.72 1.40
O 0.88 2.47 -5.52
C -3.73 -5.74 0.69
C -4.79 -6.03 -0.38
O -2.42 -6.21 0.27
F 3.93 -0.35 0.41
H 6.57 -7.08 0.06
O 4.71 -3.62 -2.86
O 3.61 5.89 5.90
C -4.53 -1.26 -2.50
H -7.05 2.62 -1.78
H -5.16 -7.05 -0.44
H -1.07 -2.94 -3.17
H 6.18 -8.37 2.33
C 0.94 5.94 3.03
H 3.46 -1.97 -5.65
F 4.59 3.49 0.83
S -5.36 0.38 -2.98
H 4.48 -7.97 2.13
H -1.66 1.61 -6.33
H 1.67 3.81 6.22
H 1.98 3.98 -9.66
O 4.72 -6.21 0.34
H -5.69 3.01 0.49
C 4.03 -1.86 -4.73
O 1.63 7.35 5.63
H -2.49 1.86 -3.05
S -0.84 2.01 2.85
O 0.52 -0.45 0.26
O -1.97 5.01 -2.86
C -2.06 2.76 -3.49
N -1.18 1.77 1.21
H 4.20 -3.89 -0.12
C -0.16 -2.35 -3.01
O 3.20 -4.54 -4.84
S 3.64 -3.42 -3.90
H 0.46 3.08 -9.82
C 1.15 4.77 6.15
H 0.64 -3.92 -4.20
H -5.67 -5.50 -0.01
O 4.65 2.25 -1.50
H -1.80 3.45 -1.50
H -0.02 -5.05 1.23
H -7.36 2.48 0.82
F 0.73 1.67 2.65
C 1.79 2.16 -8.39
O -2.20 7.49 -2.83
O -3.50 1.57 2.44
H -7.45 1.11 -1.11
H -4.66 -5.59 -1.38
O -0.83 3.37 3.39
H -2.73 -1.12 3.85
S 0.66 1.14 -6.15
S 3.71 1.08 5.30
H 0.67 4.00 -8.44
C 3.88 -0.32 -0.93
S 3.56 -5.55 1.37
H -0.99 2.68 -3.68
H 1.40 -1.83 3.93
S 2.26 6.07 5.41
H -2.89 -6.06 5.85
C 0.94 -2.91 -3.90
H -3.87 -0.53 4.96
O -0.51 1.06 -1.55
C 3.24 -4.15 0.34
S 3.39 1.45 -1.51
H -3.87 -6.23 1.66
H -5.67 -1.99 3.66
O -4.48 -4.54 3.71
H 3.03 -3.27 0.95
C -1.18 6.18 -0.66
C -6.64 1.84 -1.13
C -6.42 2.21 0.34
O 0.70 1.35 -7.83
C 2.42 -2.12 3.66
H -0.07 -2.33 -1.92
H -1.26 -3.68 1.24
H 5.10 -1.79 -4.96
C -4.82 -1.48 3.21
O 0.91 3.90 -0.08
O -6.75 0.22 -3.48
H 0.25 -3.61 0.24
*
```


(2)
Below is a 9-piece molecular cluster, C29H77BO24S8 overall, with properties calculated with ωB97M-V with the def2-TZVPD basis set.

Its gap between HOMO and LUMO is 10.66 eV. For the highest occupied orbital energy, the calculation gives -10.24 eV. The LUMO energy is 0.42 eV. Its SMILES is CCOS(C)(=O)=O.CCOS(C)(=O)=O.CCOS(C)(=O)=O.CCOS(C)(=O)=O.CCOS(C)(=O)=O.CCOS(C)(=O)=O.CCOS(C)(=O)=O.CCOS(C)(=O)=O.B[C@H](C)CCC.

ORCA input file:
```
! wB97M-V def2-TZVPD RIJCOSX def2/J DEFGRID3
* xyz 0 1
O 8.94 -5.02 -3.01
O -9.87 7.54 -3.24
H 10.05 -7.15 -1.52
H -15.83 1.52 -3.19
H 5.64 -3.53 1.86
C -15.46 1.26 -4.18
H -6.34 4.81 -2.12
O 9.20 -5.98 3.53
H 6.09 2.45 3.82
H -7.42 5.91 -1.28
C 7.97 -7.90 4.81
C 6.25 -6.78 -3.04
H 3.96 1.59 4.09
H -17.14 2.00 -5.30
C -11.94 6.12 -2.49
C 4.99 3.18 7.71
H -8.11 4.17 -3.69
O 7.40 -4.89 -1.06
H -2.63 2.47 2.79
H 3.25 -1.04 5.35
C -16.06 2.16 -5.24
H 5.63 -6.11 -2.44
C 3.13 -9.26 -8.84
H -1.37 -2.22 3.66
H 7.04 -6.93 -5.03
C -11.68 1.87 -3.45
C 6.96 -8.72 -8.33
H -4.50 8.41 0.66
O 5.31 5.60 7.14
O -3.36 5.09 0.51
H -0.76 7.01 -1.52
O 7.51 -7.33 2.31
C 4.26 0.71 4.66
H 7.53 1.37 3.79
H -5.23 7.07 1.59
O -4.85 6.24 -1.11
H 8.28 -7.41 5.73
H -1.41 5.86 -3.59
C 5.36 6.79 6.33
S 7.97 -6.71 3.52
H 7.65 -7.96 -7.99
C 9.49 -6.45 -0.90
H -1.41 5.44 -1.09
H 6.02 2.99 7.43
S -2.18 -0.24 2.74
H 4.04 7.89 7.64
O -13.81 2.72 -2.20
C -3.58 1.94 2.88
S -13.30 2.54 -3.53
H 2.83 -10.30 -9.00
C 6.63 -4.48 3.53
C 6.57 1.58 4.25
H -3.09 -1.95 4.08
H -3.04 5.59 -2.98
O -0.98 0.53 2.76
O 4.62 4.10 5.30
H 6.97 -9.57 -7.66
H -2.51 7.23 -3.33
H -11.69 1.01 -2.77
H 7.20 -9.02 -9.35
S 8.29 -5.64 -1.90
H 2.83 -8.99 -7.83
O 5.30 -6.92 -9.25
H 10.16 -5.68 -0.51
C 3.20 -0.37 4.50
H -4.16 2.46 3.65
H 6.49 -5.02 1.44
O 6.81 -5.79 4.11
H 8.99 -6.97 -0.08
C 5.65 0.32 4.14
H -7.96 5.92 -3.71
H 5.78 -7.76 -3.01
H 2.86 -8.59 -10.87
S 4.33 4.43 6.66
O 4.91 -7.82 -6.96
H 4.31 8.65 6.06
H 5.38 -6.32 -4.95
H 6.28 -0.72 6.23
C -4.32 7.45 1.13
C -2.19 6.26 -2.94
H -11.37 1.58 -4.45
H 8.68 -8.68 4.54
H 1.12 -0.47 4.00
H 7.59 -3.97 3.42
C 4.17 7.70 6.57
S -10.24 6.53 -2.30
H 2.70 -7.31 -9.67
H 4.92 3.52 8.74
H -15.73 0.22 -4.37
H 7.04 -1.56 4.49
H -11.02 2.65 -3.06
O -9.95 6.70 -0.90
H -1.79 -1.03 4.92
S -3.84 6.30 -0.11
C 1.79 0.23 4.48
O -3.35 0.61 3.40
O 4.57 -9.26 -8.93
H 3.33 -0.95 3.59
H 1.76 1.18 3.95
H -12.52 6.96 -2.14
H 5.45 6.52 5.28
O -14.02 1.29 -4.19
H 1.40 -8.50 -9.86
H -15.63 1.94 -6.22
H 6.28 7.29 6.62
S 5.35 -8.01 -8.32
C -4.33 1.94 1.57
C 5.89 -4.54 2.21
C 6.36 -6.30 -4.47
O -2.59 7.11 -0.67
H 1.44 0.45 5.49
H -3.52 7.52 1.87
H -7.72 4.18 -1.19
O -2.65 -0.83 1.53
H 6.74 -5.28 -4.51
C 2.48 -8.36 -9.87
H -5.24 1.34 1.65
H 4.32 1.05 5.70
H -12.14 5.94 -3.55
H 6.04 -3.91 4.25
H -15.88 3.21 -5.03
O 7.54 -6.95 -2.41
H 4.97 -5.12 2.31
C -7.37 4.99 -1.85
H 6.77 1.74 5.31
C -8.24 5.07 -3.09
H -3.73 1.51 0.77
B 6.36 -0.74 5.04
C -2.11 -1.49 3.99
H -12.15 5.24 -1.90
H 5.60 -0.01 3.11
O -13.30 3.63 -4.46
O -9.65 5.13 -2.78
O 3.00 4.73 7.08
H 3.25 7.25 6.21
C -1.66 6.41 -1.53
H 4.38 2.29 7.57
H 6.97 -8.32 4.90
H -4.60 2.96 1.29
*
```